(1)
# C10H10INO2

A single C10H10INO2 molecule (wB97M-V/def2-TZVPD, the OMol25 dataset).

Geometry as XYZ:
```
24
Properties=species:S:1:pos:R:3:lowdin_charge:R:1
C -2.45 2.69 1.01 0.0151
C -2.18 1.82 0.14 -0.1434
C -2.25 0.88 -0.76 -0.0846
C -1.50 -0.38 -0.71 0.0015
C -0.40 -0.71 0.09 -0.0853
C 0.56 0.22 0.87 -0.2526
C 1.36 1.16 0.05 -0.7432
I 3.25 0.43 -0.34 0.9539
C 0.86 2.16 -0.66 -0.2607
N 0.89 3.20 -1.28 0.1822
C 0.20 -2.06 -0.22 -0.5097
O -0.12 -2.80 -1.13 0.0832
O 1.24 -2.20 0.56 -0.1208
C 2.05 -3.39 0.41 -0.0212
H -3.18 2.62 1.86 0.1015
H -1.89 3.59 0.98 0.0519
H -3.02 1.11 -1.46 0.1079
H -1.75 -1.21 -1.47 0.1419
H -0.01 0.85 1.66 0.1386
H 1.17 -0.41 1.49 0.0722
H 0.47 3.44 -2.15 0.0764
H 1.61 -4.22 1.05 0.1220
H 3.05 -3.14 0.69 0.0720
H 2.02 -3.67 -0.67 0.1009
```

Its LUMO energy is -0.08 eV. Its net charge is 0. Its structure (SMILES) is C=C=C/C=C(\CC(I)=C=N)C(=O)OC.

=====

(2)
# C40H69NO10S6

6 unconnected molecules or ions with the total composition C40H69NO10S6 (wB97M-V/def2-TZVPD, the OMol25 dataset).

Geometry as XYZ:
```
126
Properties=species:S:1:pos:R:3:lowdin_charge:R:1
C -3.66 -2.87 -2.17 -0.1445
C -2.61 -4.16 -2.00 -0.2535
C -2.25 -4.24 -0.40 -0.2316
C -0.88 -3.38 0.01 -0.1934
C -1.16 -2.79 1.52 -0.1921
C -0.01 -1.74 2.06 -0.0113
C 1.42 -2.24 2.77 0.0057
C 1.74 -3.85 2.89 -0.1314
O 1.92 -4.17 4.32 -0.2020
O 2.84 -5.11 4.33 -0.1184
C 2.57 -1.18 3.31 -0.0127
C 4.02 -1.65 3.97 -0.1302
C 4.97 -2.17 2.70 -0.2614
C 5.91 -0.98 2.06 -0.5518
S 5.00 0.22 0.95 0.6194
C 2.32 0.45 3.23 -0.1261
O 3.32 1.41 3.71 -0.0855
C 0.93 0.99 2.54 0.0502
C -0.20 -0.10 1.95 0.0286
C -1.53 0.62 1.24 -0.1901
O -2.79 0.19 1.40 -0.0413
C -1.16 1.97 0.32 -0.0241
C -1.80 2.29 -1.15 0.0573
C -1.34 3.66 -2.00 -0.0849
C -2.02 3.83 -3.48 -0.1232
C -1.20 2.89 -4.57 -0.2832
C 0.45 2.71 -4.58 -0.0872
N -1.87 2.15 -5.54 0.0506
C -0.28 4.76 -1.41 -0.0533
C 0.22 6.13 -2.17 -0.2905
C 1.29 5.83 -3.42 -0.1088
C -1.00 7.15 -2.60 -0.2162
C -0.89 7.72 -4.14 -0.1536
C 0.37 4.42 0.09 0.0556
C -0.04 3.06 0.91 -0.0248
C 0.61 2.63 2.39 -0.1854
O 0.85 3.49 3.38 -0.0345
H -4.13 -2.88 -3.25 0.0651
H -3.14 -1.84 -1.92 0.0711
H -4.56 -2.99 -1.40 0.0823
H -3.27 -5.12 -2.24 0.0879
H -1.67 -4.08 -2.70 0.1133
H -3.17 -3.77 0.19 0.0996
H -2.19 -5.37 -0.02 0.1139
H -0.59 -2.57 -0.78 0.1218
H -0.03 -4.21 0.13 0.1068
H -2.26 -2.36 1.58 0.1140
H -1.15 -3.73 2.25 0.1194
H 0.91 -4.48 2.35 0.1204
H 2.75 -4.04 2.28 0.1363
H 3.76 -4.73 4.19 0.1317
H 3.91 -2.52 4.76 0.0937
H 4.62 -0.73 4.44 0.1216
H 5.70 -3.05 3.03 0.1164
H 4.32 -2.60 1.80 0.1046
H 6.76 -1.49 1.39 0.0888
H 6.46 -0.35 2.87 0.0884
H 4.92 -0.26 -0.39 -0.1221
H 3.12 1.52 4.68 0.1280
H -2.57 1.55 -1.64 0.1047
H -3.11 3.35 -3.41 0.1153
H -2.18 4.94 -3.83 0.0966
H 0.94 3.00 -3.53 0.0675
H 0.86 3.48 -5.39 0.0847
H 0.79 1.62 -4.89 0.0873
H -2.91 2.30 -5.46 0.0202
H 0.87 6.73 -1.37 0.1321
H 2.17 5.14 -3.06 0.0907
H 1.79 6.89 -3.63 0.0478
H 0.76 5.48 -4.40 0.0632
H -2.08 6.67 -2.46 0.0756
H -1.00 8.11 -1.90 0.1179
H 0.12 8.35 -4.24 0.0862
H -1.83 8.38 -4.47 0.0782
H -0.84 6.85 -4.96 0.0804
H 1.15 5.18 0.58 0.1108
C 5.30 9.27 -3.53 -0.2699
S 4.90 7.64 -4.20 0.8406
O 3.41 7.54 -4.27 -0.5784
C 5.44 6.70 -2.74 -0.2659
H 5.01 10.03 -4.27 0.0511
H 4.75 9.45 -2.60 0.0584
H 6.38 9.34 -3.35 0.0521
H 4.88 7.03 -1.86 0.0589
H 6.51 6.85 -2.59 0.0525
H 5.24 5.64 -2.92 0.0504
C 2.52 -6.12 9.68 -0.2634
S 3.13 -5.90 7.98 0.7917
O 4.62 -6.10 8.01 -0.5659
C 2.81 -4.12 7.89 -0.2528
H 2.66 -7.16 9.96 0.0529
H 3.09 -5.48 10.36 0.0541
H 1.46 -5.87 9.72 0.0527
H 3.36 -3.61 8.68 0.0564
H 1.74 -3.94 7.99 0.0617
H 3.15 -3.76 6.92 0.0236
C -3.76 -8.04 -4.93 -0.2718
S -4.20 -6.39 -5.54 0.8266
O -4.02 -5.43 -4.41 -0.5672
C -5.97 -6.72 -5.71 -0.2717
H -2.69 -8.06 -4.72 0.0507
H -4.32 -8.26 -4.01 0.0574
H -3.99 -8.79 -5.69 0.0514
H -6.39 -7.01 -4.75 0.0573
H -6.13 -7.51 -6.45 0.0514
H -6.46 -5.80 -6.05 0.0504
C -6.03 8.05 -2.63 -0.2654
S -5.01 6.61 -3.00 0.8086
O -3.94 7.04 -3.96 -0.5652
C -6.27 5.73 -3.95 -0.2639
H -5.43 8.77 -2.06 0.0528
H -6.37 8.53 -3.55 0.0586
H -6.89 7.75 -2.02 0.0532
H -6.60 6.34 -4.80 0.0591
H -7.13 5.50 -3.31 0.0541
H -5.84 4.80 -4.32 0.0455
C -1.39 -8.26 5.30 -0.2731
S 0.14 -8.34 6.25 0.8114
O 0.04 -7.33 7.35 -0.5751
C 1.20 -7.64 4.96 -0.2710
H -2.21 -8.62 5.93 0.0487
H -1.60 -7.23 5.00 0.0563
H -1.31 -8.91 4.42 0.0501
H 0.84 -6.65 4.68 0.0442
H 1.20 -8.30 4.09 0.0561
H 2.22 -7.56 5.36 0.0372
```

Its LUMO energy is -1.13 eV. Its net charge is 0.

=====

(3)
# C17H19BHfN6O2

A molecular structure, C17H19BHfN6O2 (wB97M-V/def2-TZVPD, the OMol25 dataset).

Geometry as XYZ:
```
46
Properties=species:S:1:pos:R:3:lowdin_charge:R:1
H 0.32 3.21 0.01 0.1344
N -0.11 1.66 -1.40 -0.1532
B -0.44 0.29 -3.62 -0.4071
N -0.13 1.61 -2.79 0.0026
C 0.20 2.82 -3.26 -0.0003
Hf -0.33 0.01 -0.08 1.8145
H 0.28 2.96 -4.34 0.1564
C 0.42 3.69 -2.20 -0.0011
H 0.71 4.73 -2.24 0.1281
C 0.23 2.94 -1.05 -0.0798
H -0.33 0.48 -4.80 0.1271
C -1.59 -1.55 0.92 -0.1347
H -1.54 -1.44 2.00 0.0783
H -0.74 -2.35 0.69 0.1747
H -2.51 -1.97 0.53 0.0614
N -1.92 -0.11 -3.25 -0.0241
N 0.47 -0.87 -3.07 0.0132
N -2.13 -0.26 -1.89 -0.0689
N 0.58 -1.03 -1.69 -0.1353
C -3.09 -0.29 -3.92 0.0015
C 1.36 -1.68 -3.67 0.0276
H -3.18 -0.19 -5.00 0.1474
H 1.51 -1.64 -4.74 0.1520
C -4.09 -0.60 -2.96 -0.0038
C 2.02 -2.43 -2.69 0.0092
C -3.42 -0.55 -1.72 -0.1448
C 1.54 -1.97 -1.47 -0.0822
H -5.12 -0.81 -3.12 0.1051
H 2.78 -3.18 -2.82 0.1256
H -3.80 -0.69 -0.72 0.1031
H 1.83 -2.19 -0.44 0.1124
H -2.04 -0.43 1.12 0.1363
O 2.01 -1.61 1.89 0.0698
C 1.54 -0.55 2.34 -0.4903
O 0.79 0.27 1.57 -0.2341
C 1.67 -0.10 3.73 -0.1782
C 1.33 1.20 4.05 -0.0277
C 1.30 1.61 5.39 -0.0380
C 1.62 0.67 6.39 -0.0351
C 1.94 -0.66 6.06 -0.0314
C 1.98 -1.05 4.71 0.0108
H 1.05 1.87 3.25 0.1030
H 1.05 2.64 5.62 0.1114
H 1.60 1.00 7.44 0.1226
H 2.17 -1.38 6.85 0.1184
H 2.22 -2.06 4.41 0.1230
```

Its LUMO energy is -8.79 eV. Its net charge is +2.